# 1
The following is a quantum chemistry calculation of a molecular structure, C20H24ClN3 in a non-equilibrium geometry, from the Open Molecules 2025 dataset.

Each line ends with the natural charge from an NBO analysis.
Positions of all 48 atoms, in Å:
Cl1 5.913937 2.390031 1.246442  0.036
C1 4.581993 2.052149 0.246360  -0.087
C2 3.350178 2.476499 0.755150  -0.235
C3 2.106821 2.090770 0.019671  -0.162
C4 2.157158 1.364734 -1.366409  0.008
C5 3.325339 1.130682 -1.672637  -0.200
C6 4.442047 1.350640 -0.834476  -0.199
H1 5.479887 1.248155 -1.524946  0.202
H2 3.405199 0.781920 -2.792602  0.205
C7 0.900219 1.171610 -1.970723  -0.248
N1 0.177499 0.318942 -1.256591  -0.554
C8 -1.026187 0.263817 -0.857971  0.626
N2 -1.330661 -1.005238 -0.034530  -0.621
H3 -2.330925 -0.868487 0.140667  0.387
C9 -0.553423 -1.989223 0.314950  -0.106
C10 0.651335 -1.556958 1.302859  -0.397
C11 1.577700 -2.895892 1.666486  -0.439
C12 1.876056 -3.639647 0.486753  -0.321
C13 0.759204 -3.935888 -0.388178  -0.351
C14 -0.200590 -2.791983 -0.646948  -0.376
H4 0.357432 -2.224598 -1.543171  0.215
H5 -1.198531 -3.075415 -1.116978  0.216
H6 0.052255 -4.558598 0.397251  0.124
H7 0.861847 -4.591708 -1.022538  0.198
H8 2.526360 -2.823244 -0.516073  0.112
H9 2.579413 -4.430343 0.714117  0.223
H10 0.974246 -3.520766 2.317820  0.207
H11 2.482978 -2.234189 2.092537  0.234
H12 1.227662 -0.938496 0.613086  0.217
H13 0.477384 -0.961934 2.115756  0.197
H14 -1.146790 -2.455171 1.081826  0.204
N3 -1.888903 1.154855 -1.115786  -0.589
C15 -2.909768 1.610993 -0.198573  0.195
C16 -4.006920 2.138642 -0.854389  -0.336
C17 -5.101806 2.632847 -0.091271  -0.153
C18 -5.091694 2.653787 1.303452  -0.270
C19 -4.064629 1.786379 1.712034  -0.110
C20 -3.001305 1.365463 1.423186  -0.240
H15 -2.199779 0.890447 1.668575  0.229
H16 -4.238705 1.726465 3.043489  0.152
H17 -5.902593 2.709722 2.000934  0.232
H18 -6.007507 3.305406 -0.348351  0.226
H19 -4.034068 2.423415 -1.864221  0.220
H20 -1.828136 1.494241 -1.859400  0.364
H21 0.997657 0.953383 -3.051289  0.189
H22 0.400277 2.064447 -2.034049  0.158
H23 1.164954 2.256947 0.500571  0.201
H24 3.255904 2.690375 1.798108  0.219

Cartesian forces, eV/Å:
1.09 -0.08 -0.21
-2.32 1.34 2.79
-5.02 -2.18 -1.73
3.74 -0.36 -0.31
-5.25 5.25 8.70
7.36 -2.60 -5.14
5.82 -1.48 -7.32
-2.51 -0.36 2.22
0.82 0.19 2.26
-0.48 1.05 -3.78
-1.69 -5.31 2.08
6.87 -6.82 2.48
-6.17 10.94 -4.13
0.67 -1.36 0.54
1.89 2.49 11.42
1.71 -3.30 -4.16
-0.51 6.28 1.43
4.27 2.44 -5.09
-6.02 3.02 10.10
3.47 -5.14 -11.13
-1.26 -0.50 1.80
1.40 -0.55 0.04
1.03 0.56 -1.31
1.51 -6.01 -7.24
-0.94 -1.87 3.24
-0.02 -0.44 -0.47
0.39 0.01 0.80
-1.63 -2.57 -0.27
0.64 -0.02 0.24
-1.24 1.14 2.28
-0.62 -1.33 0.31
-6.24 -2.93 15.33
-0.67 -1.12 -0.14
-0.48 0.99 2.39
-2.51 3.34 2.03
1.07 -3.30 -3.16
-11.53 5.21 13.22
7.71 -1.29 -12.63
4.26 -2.90 2.86
0.58 -0.35 -3.36
-0.43 0.95 -0.28
1.62 -1.50 -1.30
0.33 -0.33 -1.45
0.78 7.16 -14.43
0.18 -0.75 0.15
-1.12 3.34 -0.18
-0.42 0.20 0.15
-0.17 0.87 0.35

Output
**Strongest force on any atom**: 0.3558 Eh/bohr
**Orbital gap**: 8.594 eV
**E_LUMO**: 0.381 eV
**E_HOMO**: -0.3018 Eh

=====

# 2
The following is a quantum chemistry calculation of C20H24ClN3O3S in the gas phase, from the Open Molecules 2025 dataset.

Each line ends with the natural charge from an NBO analysis.
Positions of all 52 atoms, in Å:
C1 1.374839 -4.706496 3.043814  -0.247
O1 1.431269 -3.880867 1.902826  -0.533
C2 1.158359 -4.604034 0.718973  -0.073
C3 1.155349 -3.658218 -0.437642  -0.083
C4 1.945857 -3.775866 -1.537398  -0.407
S1 1.663776 -2.522691 -2.669921  0.464
C5 0.475436 -1.807241 -1.659032  -0.294
C6 -0.295799 -0.583403 -2.069276  0.657
O2 -1.401000 -0.707542 -2.561758  -0.598
N1 0.301375 0.614778 -1.807299  -0.434
C7 1.503456 0.726053 -0.981084  -0.213
C8 1.102092 1.082479 0.445607  -0.412
C9 0.226827 2.332615 0.462381  -0.406
C10 -0.935099 2.241815 -0.531387  -0.061
N2 -1.682733 3.487477 -0.555591  -0.617
C11 -2.589246 3.777088 0.412569  0.673
O3 -2.793516 3.033212 1.356649  -0.624
C12 -3.337732 5.068655 0.245290  -0.138
C13 -2.831134 6.151180 -0.469354  -0.229
C14 -3.583034 7.309253 -0.567374  -0.205
C15 -4.826001 7.381413 0.034274  -0.076
Cl1 -5.751197 8.848731 -0.098060  -0.009
C16 -5.353755 6.310878 0.761646  0.136
N3 -6.614265 6.366453 1.322974  -0.792
C17 -4.575688 5.157256 0.856604  -0.167
C18 -0.403553 1.899807 -1.930324  -0.018
C19 -1.439537 1.987286 -3.044216  -0.613
C20 0.302317 -2.516939 -0.514394  -0.227
H1 1.589004 -4.083102 3.908692  0.196
H2 0.381394 -5.155171 3.161267  0.165
H3 2.116919 -5.511738 2.989787  0.164
H4 1.910288 -5.388638 0.565535  0.172
H5 0.179883 -5.096999 0.808236  0.175
H6 2.676522 -4.542213 -1.742842  0.239
H7 2.066518 -0.201218 -1.015997  0.230
H8 2.131389 1.512304 -1.410856  0.192
H9 0.559043 0.234541 0.873442  0.208
H10 1.991606 1.235141 1.060094  0.218
H11 -0.174388 2.515627 1.459223  0.237
H12 0.829314 3.206014 0.187177  0.193
H13 -1.620851 1.444665 -0.225975  0.220
H14 -1.674544 4.050549 -1.387435  0.401
H15 -1.844659 6.121050 -0.912576  0.212
H16 -3.207746 8.170879 -1.102143  0.228
H17 -6.787711 5.716113 2.070649  0.387
H18 -6.991820 7.286203 1.480912  0.394
H19 -4.935894 4.304998 1.419475  0.229
H20 0.387207 2.624338 -2.165431  0.187
H21 -1.628081 3.037048 -3.279534  0.193
H22 -1.065265 1.512481 -3.949092  0.232
H23 -2.376324 1.508488 -2.776559  0.239
H24 -0.403998 -2.242074 0.256730  0.234

Cartesian forces, eV/Å:
0.00 0.00 0.00
0.00 0.00 0.00
0.00 0.00 0.00
0.00 0.00 0.00
0.00 0.00 0.00
-0.01 0.00 0.00
0.06 0.00 -0.13
-0.12 0.01 0.27
0.00 0.00 -0.01
0.15 -0.03 -0.25
-0.09 0.02 0.12
0.00 0.00 0.00
0.00 0.00 0.01
0.00 0.01 -0.01
0.01 0.00 0.01
0.00 0.00 -0.01
0.00 0.00 0.00
-0.01 0.00 0.00
0.00 0.00 0.00
0.00 0.00 0.00
0.01 0.00 0.00
0.00 0.00 0.00
-0.01 0.00 0.00
0.00 0.00 0.01
0.01 0.00 0.00
0.00 -0.01 0.00
0.00 0.00 0.00
0.00 0.00 0.00
0.00 0.00 0.00
0.00 0.00 0.00
0.00 0.00 0.00
0.00 0.00 0.00
0.00 0.00 0.00
0.00 0.00 0.00
0.00 0.00 0.00
0.00 0.00 0.00
0.00 0.00 0.00
0.00 0.00 0.00
0.00 0.00 0.00
0.00 0.00 0.00
0.00 0.00 0.00
0.00 0.00 0.00
0.00 0.00 0.00
0.00 0.00 0.00
0.00 0.00 0.00
0.00 0.00 0.00
0.00 0.00 0.00
0.00 0.00 0.00
0.00 0.00 0.00
0.00 0.00 0.00
0.00 0.00 0.00
0.00 0.00 0.00

Output
**Strongest force on any atom**: 0.0057 Eh/bohr
**Orbital gap**: 9.079 eV
**E_LUMO**: 0.648 eV
**Structure (SMILES)**: COCc1csc(C(=O)N2CCC[C@@H](NC(=O)c3ccc(Cl)c(N)c3)[C@@H]2C)c1
**E_HOMO**: -0.3098 Eh